Entry 1:
164
Properties=species:S:1:pos:R:3 method="wB97M-V/def2-TZVPD" smiles="CC[C@@H](Cl)[C@@]1(CCCSC(=S)N2CCOCC2)COC(=O)O1.CCOC(=O)OC.CCOC(=O)OC.CCOC(=O)OC.CCOC(=O)OC.CCOC(=O)OC.CCOC(=O)OC.CCOC(=O)OC.CCOC(=O)OC" max_force_ha_per_bohr=0.02405 orbital_gap_ev=7.84 e_tot_ev=-142110.6685
C 1.80651 -3.78201 -0.61308
C 1.96543 -2.40365 -1.28313
C 0.70080 -1.88225 -2.00219
Cl -0.76122 -2.27394 -1.01708
C 0.77251 -0.35069 -2.36990
C -0.31332 0.54441 -1.76184
C -0.23671 2.00370 -2.21561
C -1.31518 2.92471 -1.59821
S -2.74635 2.14663 -0.78661
C -3.88471 1.63373 -2.10657
S -5.32512 2.35819 -2.21212
N -3.46924 0.55540 -2.93180
C -2.93144 0.97954 -4.25104
C -3.23975 0.07633 -5.48276
O -3.87559 -1.17069 -5.25418
C -3.77372 -1.59872 -3.91535
C -4.43094 -0.55429 -3.02235
C 2.19464 0.21152 -2.46119
O 2.65510 -0.24684 -3.74783
C 1.56531 -0.24045 -4.55827
O 1.57776 -0.16621 -5.73712
O 0.44535 -0.34306 -3.81941
H 1.18510 -4.44632 -1.22697
H 1.35529 -3.70803 0.37757
H 2.79600 -4.25150 -0.54893
H 2.73100 -2.50453 -2.06168
H 2.25364 -1.67114 -0.52253
H 0.57013 -2.42622 -2.93913
H -0.33165 0.47644 -0.66867
H -1.25730 0.11142 -2.11077
H -0.27723 2.08220 -3.30619
H 0.73608 2.41797 -1.91843
H -1.68771 3.63682 -2.34081
H -0.87533 3.51506 -0.78625
H -3.29441 1.99147 -4.48564
H -1.84316 1.07279 -4.15432
H -2.28734 -0.09318 -6.00775
H -3.88762 0.62880 -6.17320
H -2.71164 -1.66971 -3.61887
H -4.22198 -2.58799 -3.80195
H -4.56451 -0.98315 -2.02520
H -5.39028 -0.24783 -3.45981
H 2.23114 1.30259 -2.50567
H 2.89166 -0.09742 -1.68275
C -2.66147 6.14806 -9.65050
C -3.09587 6.20325 -8.20224
O -2.75389 5.00076 -7.49436
C -1.47734 4.89391 -7.13316
O -0.61355 5.71141 -7.31474
O -1.31960 3.72073 -6.51921
C 0.02168 3.42756 -6.12633
H -3.06862 5.26004 -10.13558
H -3.01617 7.03143 -10.18149
H -1.57618 6.10936 -9.73267
H -4.17975 6.27118 -8.13124
H -2.66989 7.06465 -7.68807
H 0.43995 4.23197 -5.52431
H 0.64059 3.25938 -7.00571
H -0.01355 2.51860 -5.53132
C 5.82448 -2.56601 -3.81559
C 6.17202 -4.03948 -3.83034
O 7.29140 -4.33768 -2.97809
C 7.01946 -4.38196 -1.67766
O 5.93524 -4.21974 -1.17642
O 8.14639 -4.63323 -1.01733
C 8.00596 -4.65409 0.40751
H 6.69920 -1.96586 -4.06947
H 5.03570 -2.35640 -4.53833
H 5.47768 -2.25555 -2.82980
H 6.48790 -4.34651 -4.82519
H 5.31976 -4.65509 -3.54295
H 7.21654 -5.33726 0.71305
H 7.79478 -3.65187 0.77897
H 8.95944 -4.99460 0.79947
C 6.58930 -0.77086 0.11405
C 5.29914 -1.30243 0.69967
O 5.16151 -0.95860 2.08353
C 4.78262 0.28099 2.36533
O 4.51771 1.15917 1.58555
O 4.73459 0.39495 3.69468
C 4.39043 1.69960 4.17180
H 7.44165 -1.10429 0.70813
H 6.71114 -1.12827 -0.90900
H 6.59816 0.31906 0.10338
H 5.29522 -2.39096 0.66903
H 4.43389 -0.95145 0.13531
H 3.46306 2.04742 3.72148
H 5.19495 2.40211 3.95981
H 4.26326 1.61323 5.24699
C 4.26509 6.53523 9.59324
C 4.41517 6.36300 8.09765
O 4.16057 5.00959 7.68585
C 2.87632 4.66517 7.62228
O 1.93432 5.37882 7.84329
O 2.81072 3.38281 7.25579
C 1.48235 2.85260 7.20690
H 4.89819 5.82253 10.12334
H 4.55411 7.54501 9.88431
H 3.23509 6.36849 9.90524
H 5.44083 6.56041 7.79185
H 3.76319 7.04160 7.54809
H 0.83808 3.47317 6.58821
H 1.07052 2.77425 8.21161
H 1.56803 1.86137 6.77038
C -6.84885 -2.36024 4.80807
C -7.10529 -3.02076 3.46976
O -6.73322 -2.16597 2.37778
C -5.42748 -2.09288 2.12712
O -4.55786 -2.69363 2.70254
O -5.24818 -1.24689 1.11293
C -3.88006 -1.02481 0.76322
H -7.34573 -1.38982 4.85371
H -7.22660 -2.98791 5.61531
H -5.78366 -2.19744 4.96693
H -8.17062 -3.20500 3.34510
H -6.58911 -3.97701 3.39119
H -3.36574 -1.96589 0.57596
H -3.37103 -0.47277 1.55211
H -3.87986 -0.42631 -0.13918
C 4.31264 -3.24141 4.04381
C 4.60111 -4.05609 5.28425
O 3.64858 -5.11703 5.47073
C 3.82924 -6.18388 4.69735
O 4.71985 -6.34658 3.90304
O 2.85809 -7.05831 4.96245
C 2.89203 -8.24015 4.15953
H 3.28773 -2.86634 4.06747
H 4.99183 -2.39781 3.98125
H 4.42625 -3.84582 3.14345
H 4.51206 -3.43715 6.17525
H 5.60883 -4.47139 5.26468
H 3.86873 -8.71651 4.20909
H 2.64834 -8.00088 3.12542
H 2.13686 -8.90487 4.56855
C 1.40846 8.42924 -2.19042
C 0.95244 8.02416 -0.80688
O 1.34338 6.67950 -0.47399
C 2.62398 6.53329 -0.13737
O 3.44723 7.40951 -0.08489
O 2.83779 5.24966 0.16091
C 4.20250 4.95093 0.48543
H 1.05420 7.71609 -2.93485
H 1.01622 9.41515 -2.43929
H 2.49515 8.46586 -2.24927
H -0.13435 8.02058 -0.74696
H 1.32918 8.70917 -0.04790
H 4.56700 5.62373 1.25810
H 4.82642 5.03213 -0.40325
H 4.21239 3.92628 0.84898
C -11.58678 -6.80794 -0.43437
C -11.91743 -6.87245 1.04077
O -11.14173 -5.93564 1.80506
C -11.55209 -4.67067 1.74270
O -12.51041 -4.26129 1.14239
O -10.71739 -3.92943 2.47398
C -10.99853 -2.52775 2.44257
H -10.51570 -6.94334 -0.58990
H -12.12102 -7.59104 -0.97238
H -11.86966 -5.84502 -0.85720
H -11.65830 -7.84820 1.44740
H -12.97872 -6.70309 1.22166
H -12.03247 -2.32369 2.71122
H -10.78530 -2.12531 1.45349
H -10.33692 -2.05937 3.16621

***

Entry 2:
106
Properties=species:S:1:pos:R:3 method="wB97M-V/def2-TZVPD" e_above_lowest_kcal_mol=2.2 max_force_ha_per_bohr=0.02196 orbital_gap_ev=7.17 e_tot_ev=-111846.2398 charge=+1
Ti 0.32094 -0.41482 -0.50307
N 6.62043 -5.93567 6.10280
C 6.03414 -5.14603 5.51009
C 5.29525 -4.15465 4.75582
C 4.07023 -4.49030 4.19163
C 3.35423 -3.54217 3.48312
C 3.87900 -2.26981 3.32932
C 5.10066 -1.92448 3.87751
C 5.80732 -2.87101 4.60016
N 3.13362 -1.29538 2.58590
C 3.05082 0.06661 2.83221
C 2.23986 0.57031 1.87612
N 1.83473 -0.46163 1.03434
C 2.38671 -1.55715 1.50447
H 3.67430 -5.48805 4.32031
H 2.38448 -3.79016 3.07140
H 5.51327 -0.93511 3.72634
H 6.76498 -2.61999 5.03453
H 3.53585 0.52892 3.67420
H 1.93220 1.59073 1.72490
H 2.29678 -2.53519 1.06168
N -3.90951 4.31872 -4.00627
C -2.59528 4.15499 -4.21654
S -1.74475 4.93831 -5.37122
C -1.95498 3.14389 -3.29492
C -2.66912 2.08366 -2.75338
C -2.01730 1.16393 -1.95676
N -0.71186 1.24913 -1.68068
C -0.02787 2.28907 -2.17755
C -0.61013 3.24062 -2.98744
H -4.40772 4.97091 -4.59018
H -4.38745 3.91191 -3.22219
H -3.71738 1.92253 -2.96708
H -2.55023 0.32382 -1.53828
H 1.02127 2.34108 -1.93200
H -0.01890 4.05062 -3.39214
C 1.60623 -1.12781 -6.03291
C 0.43497 -1.01825 -5.25388
C 0.50264 -0.64339 -3.94040
C 1.73628 -0.35329 -3.29700
C 1.85189 0.02452 -1.89866
C 3.09605 0.42739 -1.47096
C 4.24520 0.42767 -2.29975
C 4.15365 -0.02197 -3.57572
C 2.89571 -0.40977 -4.10874
C 2.80590 -0.81788 -5.46436
H 1.54972 -1.42797 -7.07113
H -0.53102 -1.21606 -5.70401
H -0.42577 -0.54006 -3.39559
H 3.24665 0.76357 -0.45654
H 5.19562 0.75337 -1.89564
H 5.02993 -0.07589 -4.21123
H 3.71809 -0.86352 -6.04804
C -2.41449 -3.10726 0.90638
C -1.28743 -2.58656 1.75276
C -1.23641 -2.97314 3.19790
O -0.41324 -1.87008 1.29637
H -3.17328 -3.60210 1.50789
H -2.00888 -3.83046 0.19368
H -2.85945 -2.29214 0.33712
H -1.13116 -4.05996 3.27836
H -2.18534 -2.71983 3.67710
H -0.41302 -2.47180 3.69950
C -2.85433 6.62164 3.06657
C -2.08293 5.81125 4.11634
C -0.69542 6.43542 4.31378
C -2.84016 5.89058 5.44170
C -1.92817 4.36735 3.62531
C -2.49417 3.28346 4.30121
C -2.37077 1.96308 3.85391
C -1.65357 1.77425 2.70259
O -1.36556 0.58748 2.03873
B -0.61363 0.95992 0.92806
O -0.44366 2.34686 0.89323
C -1.09227 2.82818 2.02374
C -1.20525 4.12707 2.44540
H -2.99302 7.64794 3.41448
H -3.83972 6.18721 2.88366
H -2.31913 6.66077 2.11486
H -0.79558 7.44989 4.70631
H -0.13921 6.49844 3.37568
H -0.10047 5.85429 5.02238
H -2.90377 6.93376 5.75580
H -2.33367 5.33643 6.23558
H -3.86088 5.51153 5.35404
H -3.05012 3.45777 5.21044
H -2.81757 1.13860 4.39390
H -0.75038 4.93072 1.87883
O 0.71260 -2.61654 -1.14002
C -0.39350 -2.47134 -1.67380
O -1.10665 -1.41230 -1.35105
C -0.94463 -3.40605 -2.66897
C -2.23158 -3.23955 -3.15536
C -2.67511 -4.11540 -4.12018
C -1.90025 -5.13784 -4.62387
C -0.62467 -5.25689 -4.11124
C -0.12019 -4.41953 -3.14412
N 0.24513 -6.33943 -4.64044
O 1.36979 -6.40654 -4.19958
O -0.23142 -7.06624 -5.48074
N -4.05346 -3.93290 -4.64843
O -4.48334 -4.79417 -5.37708
O -4.68553 -2.99173 -4.21772
H -2.87282 -2.44382 -2.80764
H -2.27025 -5.81136 -5.38243
H 0.89173 -4.53775 -2.78356

***

Entry 3:
10
Properties=species:S:1:pos:R:3 method="wB97M-V/def2-TZVPD" e_above_lowest_kcal_mol=46.0 max_force_ha_per_bohr=0.05633 orbital_gap_ev=10.77 e_tot_ev=-9675.4589
O 3.27466 -0.20847 0.32437
C 2.24836 -0.67789 0.40338
N 0.39828 0.43023 -0.11023
C -0.55346 1.25911 -0.46414
N -1.78934 0.72205 -0.37849
C -1.53826 -0.50944 0.05647
N -0.19228 -0.72249 0.23120
H 0.80374 -1.31082 0.49533
H -0.34561 2.27012 -0.80470
H -2.30609 -1.25241 0.24682

***

Entry 4:
24
Properties=species:S:1:pos:R:3 method="wB97M-V/def2-TZVPD" e_above_lowest_kcal_mol=0.0 max_force_ha_per_bohr=0.01974 spin_multiplicity=2 orbital_gap_ev="11.89 / 7.11" e_tot_ev=-12485.2920 charge=+2
N -3.12020 -1.07824 -0.66736
C -1.75326 -1.22806 -0.07031
C -0.90508 -0.05096 -0.57823
N 0.38224 0.14531 -0.12394
C 1.09950 0.27271 2.16626
C 1.07107 -0.60419 0.88355
C 2.48190 -0.92157 0.39388
O -1.36983 0.71561 -1.38961
H -3.09343 -0.29065 -1.32565
H -3.41461 -1.91872 -1.17432
H -3.82174 -0.87932 0.05323
H -1.33770 -2.17871 -0.40216
H -1.79500 -1.20771 1.01610
H 0.89661 0.98308 -0.50663
H 0.11527 0.55755 2.50742
H 1.66691 1.18660 1.98918
H 1.64319 -0.28509 2.92842
H 0.51367 -1.51836 1.07837
H 3.02805 -1.48723 1.15012
H 3.06309 -0.01283 0.23434
H 2.49429 -1.51057 -0.52269
H 1.39405 3.15164 -1.09555
H 2.76419 2.49581 -0.87570
O 1.82704 2.41053 -0.64834

***

Entry 5:
85
Properties=species:S:1:pos:R:3 method="wB97M-V/def2-TZVPD" e_above_lowest_kcal_mol=0.0 max_force_ha_per_bohr=0.00380 spin_multiplicity=5 orbital_gap_ev="8.20 / 8.33" e_tot_ev=-174632.5551
Fe 1.06815 -0.93945 -1.51869
C -1.99619 0.70271 -2.01606
C -2.23023 -0.78967 -1.85580
C -3.46227 -1.05064 -1.00199
C -2.34310 -1.47836 -3.20812
O -1.04068 -1.30838 -1.18553
Si -0.84731 -2.72447 -0.28419
S 1.20967 -2.97802 -0.37824
O -1.52073 -2.55481 1.19860
C -1.19497 -1.75971 2.34507
C -0.89736 -0.32260 1.92889
C 0.00531 -2.36780 3.06154
C -2.42910 -1.80889 3.23500
O -1.77133 -3.83799 -1.03786
C -2.16732 -5.15423 -0.61985
C -2.38041 -5.94732 -1.90085
C -3.46831 -5.03433 0.16476
C -1.07832 -5.79744 0.23055
H -2.85211 1.16468 -2.51171
H -1.10858 0.88795 -2.62117
H -1.86832 1.17154 -1.03871
H -4.33619 -0.64393 -1.51439
H -3.37807 -0.56802 -0.02799
H -3.61716 -2.11776 -0.85063
H -3.20314 -1.08608 -3.75487
H -2.47353 -2.55091 -3.06695
H -1.44653 -1.30151 -3.80153
H -0.03075 -0.27841 1.26789
H -0.68416 0.28476 2.81203
H -1.75232 0.11261 1.40749
H 0.88115 -2.36549 2.41287
H -0.20958 -3.39996 3.34318
H 0.22647 -1.80014 3.96807
H -3.29073 -1.39607 2.70789
H -2.26812 -1.23468 4.14888
H -2.65273 -2.84142 3.50623
H -3.13514 -5.46107 -2.52051
H -2.71466 -6.96095 -1.67453
H -1.44992 -6.00162 -2.46646
H -4.24107 -4.57684 -0.45551
H -3.31970 -4.41697 1.05057
H -3.81688 -6.02153 0.47376
H -0.13618 -5.83168 -0.31696
H -1.36657 -6.81445 0.50089
H -0.92251 -5.23134 1.15105
O 0.85780 -0.32883 -3.50221
Cl 2.21269 0.27264 -3.85352
O 3.09808 4.01067 -1.85243
O 3.14325 -0.49198 -2.99730
O 2.17947 1.66506 -3.39605
O 1.59034 0.55370 -0.38285
As 1.75122 2.18567 -0.10653
C 2.03505 2.29484 1.78654
C 1.96141 3.49672 2.48299
C 2.20608 3.51556 3.84710
C 2.52779 2.33721 4.50949
C 2.60115 1.13987 3.81195
C 2.35373 1.11374 2.44691
C 3.32607 2.94526 -0.94998
C 3.67281 4.36474 -0.59265
C 5.09615 4.71559 -0.56572
C 6.01548 3.84056 -0.99150
C 5.67144 2.47121 -1.33739
C 4.41982 2.00762 -1.24088
C 0.20098 3.19786 -0.55826
C -0.77356 3.39713 0.41644
C -1.95552 4.03627 0.07719
C -2.15807 4.46607 -1.22746
C -1.18580 4.25775 -2.19632
C 0.00110 3.61905 -1.86986
H 1.69559 4.41577 1.97304
H 2.14340 4.44718 4.39366
H 2.71887 2.35457 5.57445
H 2.84837 0.22224 4.32924
H 2.39155 0.18379 1.89196
H 2.99636 4.94132 0.03226
H 5.37896 5.68408 -0.17520
H 7.06108 4.12041 -0.99654
H 6.47159 1.79149 -1.60016
H 4.17614 0.96491 -1.39435
H -0.61692 3.04500 1.42925
H -2.71896 4.19210 0.82795
H -3.08368 4.96071 -1.49207
H -1.35340 4.58647 -3.21327
H 0.75363 3.43665 -2.62403

***

Entry 6:
17
Properties=species:S:1:pos:R:3 method="wB97M-V/def2-TZVPD" max_force_ha_per_bohr=0.03786 orbital_gap_ev=6.53 e_tot_ev=-11957.1380 charge=+1
F -0.47252 -2.94340 -0.06480
C 2.81487 0.60082 0.96322
O 2.33422 1.95623 0.72244
C 1.68871 2.15108 -0.51286
C 0.19661 1.80497 -0.53057
O -0.09850 0.44557 -0.42460
H 3.09703 0.58778 2.03056
H 3.77151 0.48022 0.41055
H 2.20748 1.57659 -1.30722
H 1.78829 3.22063 -0.76229
H -0.20306 2.21098 -1.48365
H -0.28851 2.39138 0.27864
La 1.12535 -1.07746 0.52025
C -1.94218 -2.69456 -0.25843
H -2.17928 -3.43164 -1.03019
H -2.39887 -2.99692 0.68988
H -2.31223 -1.67588 -0.39829